# 1
The following is a DFT calculation (wB97M-V/def2-TZVPD) of a 17-piece molecular cluster, C35H108N4O23 overall at a distorted geometry.

Summary:
- lowest unoccupied orbital energy (eV) = -0.036
- HOMO (eV) = -9.04
- Kohn-Sham gap (eV) = 9.001
- maximum force (eV/Å) = 2.73

Structure (XYZ):
```
170
Properties=species:S:1:pos:R:3:forces:R:3
C 8.28839 13.19244 -2.52342 -0.0850 -0.0537 -0.6457
O 9.31879 13.54003 -1.65266 0.6653 0.0446 1.0136
H 8.64074 12.57349 -3.34855 0.0405 -0.1919 -0.1025
H 7.56310 12.61036 -1.95488 -0.0656 0.2122 -0.0599
H 7.84076 14.08343 -2.96372 -0.3914 0.0154 0.0365
H 10.04980 13.97450 -2.09813 -0.1300 -0.0282 -0.2283
C 7.70788 19.14315 -3.51392 -0.5412 0.7322 -0.2178
O 7.25303 19.71086 -4.74474 0.4082 -0.6283 -0.5419
H 6.89118 18.66432 -2.97371 -0.0328 0.0763 0.1827
H 8.45709 18.37377 -3.70060 -0.0094 0.2283 -0.3301
H 8.14374 19.96099 -2.94012 0.1230 -0.2883 0.4667
H 6.47411 20.26359 -4.64792 0.0616 -0.1212 0.4495
C 12.95165 20.98017 -2.07206 0.5305 -1.4532 0.7721
O 13.23473 21.86982 -3.07901 0.0207 1.1851 -1.1952
H 11.95816 21.10376 -1.64103 0.1232 0.1406 0.3546
H 13.05357 19.94994 -2.41314 -0.3568 -0.3563 -0.2414
H 13.77432 21.04545 -1.35999 -0.3974 0.3819 0.4814
H 12.47337 21.91503 -3.66201 0.0768 0.0949 -0.1565
C 12.81812 10.43471 2.49122 -1.0071 -0.0940 0.4111
O 12.43331 10.23451 1.13128 0.4479 -0.1479 0.3077
H 13.72565 11.02237 2.62957 0.0095 0.0384 -0.2778
H 11.99219 10.88592 3.04107 0.0579 0.5310 0.0142
H 12.91042 9.49362 3.03339 0.4053 -0.3418 -0.5078
H 11.73290 10.85348 0.91241 0.0780 0.0301 0.0374
C 14.36579 17.86054 10.11267 1.5112 1.8174 -0.3349
O 13.19674 18.15898 9.37351 -0.4988 -1.0322 0.3467
H 14.84299 16.89519 9.94388 -0.8561 -0.1950 -0.2568
H 15.08622 18.59774 9.75826 0.7097 -0.1327 -0.1269
H 14.38121 18.09453 11.17715 -0.8889 -0.4370 0.3065
H 13.05456 19.10736 9.41773 0.0129 0.0153 0.0374
C 19.62101 20.83941 1.63623 0.2924 -0.9364 0.2151
O 20.68040 21.62926 2.13105 0.0107 0.8400 -0.2087
H 19.34882 21.05928 0.60391 -0.1001 0.2210 0.0270
H 20.00354 19.81957 1.67745 -0.5397 -0.4202 -0.1694
H 18.74997 20.92022 2.28649 0.0733 0.1310 -0.0584
H 21.19945 21.86717 1.35930 0.2540 0.1639 0.2052
C 10.10841 13.40124 8.47254 -0.2662 -0.3499 -0.1806
O 9.59440 12.16278 9.03595 0.7866 1.0137 -0.4030
H 10.84936 13.32912 7.67637 0.2938 -0.8920 -0.0084
H 9.32368 13.97157 7.97551 -0.3221 0.2401 0.5367
H 10.61713 13.96643 9.25347 -0.5018 -0.0776 0.1681
H 9.21962 11.62971 8.33098 0.0099 0.0740 -0.1116
C 6.48517 20.49643 9.96515 1.0790 -0.8035 0.4927
C 5.08038 20.12616 10.40042 0.7739 0.3700 0.2347
C 4.76586 20.58844 11.85748 0.0528 -1.4774 0.0079
O 5.54481 19.77699 12.73293 0.8233 -0.1158 -0.8517
C 5.23429 19.73919 14.08800 -0.4623 0.0387 0.3260
N 4.18159 20.79776 9.50662 -1.4326 0.4936 0.3742
H 7.23568 20.00788 10.58657 0.1269 0.2424 0.3292
H 6.64837 21.57413 9.96057 -0.0358 0.0727 0.1322
H 6.71811 20.11738 8.97008 -0.3501 0.0813 -0.2297
H 4.98195 19.04358 10.32006 -0.2862 -0.0140 0.2505
H 3.71751 20.39602 12.08557 -0.2901 0.1201 -0.2187
H 4.96018 21.65019 12.00930 0.1958 0.2490 -0.0808
H 5.81786 18.96559 14.58707 0.3017 0.0532 -0.3036
H 4.19731 19.44678 14.25313 -0.3728 0.1742 -0.0190
H 5.42910 20.68653 14.59070 -0.0323 0.2230 0.0670
H 4.44900 21.76749 9.59716 -0.3660 0.3390 -0.5937
H 4.23741 20.51705 8.53802 0.2754 -0.0458 0.0724
C 9.64598 27.36034 -1.89134 0.8154 -1.0449 0.6086
C 9.36731 28.82485 -2.06927 0.5250 -1.1218 -0.5602
C 9.97584 29.31150 -3.41358 -0.1693 0.6585 0.3570
O 11.40665 29.27042 -3.55287 -0.1718 -0.4749 0.1816
C 12.09950 30.21500 -2.74083 -1.2239 0.3987 0.1146
N 7.89220 28.83898 -2.04952 0.9348 0.9739 -0.6837
H 9.46404 27.01557 -0.87343 -0.1505 0.2297 0.2960
H 10.67907 27.06402 -2.07307 -0.0106 0.0720 -0.3689
H 8.93283 26.79553 -2.49178 0.3153 -0.0272 -0.3638
H 9.73722 29.38434 -1.21005 0.3965 0.2248 -0.1124
H 9.63979 30.33392 -3.58629 -0.0394 0.4123 -0.0033
H 9.52972 28.73588 -4.22460 0.2997 -0.2875 0.0410
H 13.16847 30.03340 -2.62930 -0.2551 -0.6839 -0.0799
H 11.56978 30.24933 -1.78883 0.5958 0.0478 0.4080
H 12.02357 31.22333 -3.14777 -0.1474 0.1939 -0.3375
H 7.66676 29.82167 -2.10971 -0.8268 0.1784 0.3606
H 7.73595 28.49298 -1.11359 -0.8833 0.2379 0.1545
C 2.13277 26.03299 1.13173 1.7597 0.0176 0.1615
C 3.02385 24.91312 1.78006 -0.4463 0.5358 -0.9624
C 3.91364 25.41170 2.93011 -0.0613 0.4965 -1.4471
O 4.86778 26.32739 2.37353 0.3523 -0.0608 1.4248
C 5.67437 26.91737 3.40302 0.6081 -0.0803 -0.2629
N 2.17049 23.86328 2.27828 -0.5026 -0.1632 0.6706
H 1.75986 25.75083 0.14713 -0.3027 -0.4169 0.2075
H 2.79557 26.86778 0.90382 -0.1612 0.3766 0.2298
H 1.32938 26.33749 1.80250 -0.0092 0.0452 -0.0415
H 3.55970 24.42532 0.96580 0.7740 0.4382 0.1038
H 4.38638 24.59090 3.46947 0.1955 -0.1773 -0.1641
H 3.26272 25.92654 3.63674 -0.1230 0.2676 0.2680
H 6.28359 26.22611 3.98537 -0.4101 -0.8425 0.0468
H 5.12425 27.51175 4.13252 -0.3922 0.1189 -0.2048
H 6.47582 27.51905 2.97436 -0.5095 0.3493 -0.5287
H 1.43528 23.80838 1.58796 -0.2811 -0.5656 -0.1391
H 1.70094 24.32342 3.04504 -0.4705 -0.3700 0.6413
C 11.84176 17.51361 3.07573 -0.4828 0.1876 0.9779
C 12.39554 18.95507 3.22987 0.3022 -0.0116 -0.4543
C 11.36490 20.09663 3.52107 0.2997 -0.6401 0.8609
O 10.37894 20.11252 2.54205 -0.2055 -0.8621 -1.3435
C 9.33519 21.01522 2.73896 -0.3571 0.1506 0.2411
N 13.53722 18.95356 4.20311 -1.1331 0.8439 -0.6912
H 12.65344 16.80313 2.91924 0.1741 0.2399 -0.7073
H 11.02060 17.36723 2.37403 0.2931 0.2281 -0.3127
H 11.46370 17.12196 4.02007 -0.3098 0.3877 0.4243
H 12.76498 19.23216 2.24253 0.4753 -0.0249 -0.0391
H 11.75983 21.11101 3.57749 0.9233 -0.1001 0.0446
H 10.92419 19.90973 4.50032 -0.3164 -0.1240 0.4019
H 9.58124 22.05966 2.54738 0.5773 0.2185 0.2049
H 8.97588 20.90972 3.76262 -0.3362 0.1782 0.1227
H 8.52892 20.82324 2.03103 0.0517 -0.4818 0.0829
H 13.15203 18.77206 5.11896 0.0535 -0.1019 0.2652
H 14.16444 18.19184 3.98753 0.0100 -0.0793 -0.0627
C 5.57355 17.45015 4.19414 -0.9454 1.5853 -0.6681
C 4.39000 18.10273 3.39653 0.9880 -0.0402 -0.3651
O 3.84712 19.23213 4.13971 0.6070 -1.2937 -0.1047
O 5.05980 16.97980 5.39305 -0.0647 -0.9896 0.9560
H 6.35258 18.18363 4.40206 0.0763 0.3918 -0.1903
H 6.07666 16.64724 3.65532 -0.4715 -0.1857 -0.0977
H 3.67671 17.31166 3.16512 -0.5601 0.0499 0.7013
H 4.70691 18.37618 2.39011 0.3891 0.5763 0.0338
H 3.46930 19.89984 3.56262 0.0542 -0.1956 -0.2402
H 4.64395 17.71042 5.85657 -0.0645 0.1380 -0.0251
C 15.18831 14.60891 -2.12919 -0.1139 0.1866 -1.2365
C 16.04796 15.69366 -1.52254 0.6623 0.2052 -0.4086
O 17.25039 15.10936 -0.96463 -0.6827 0.5690 -0.2042
O 14.04112 15.14610 -2.84861 0.0491 -0.5268 1.3685
H 14.92703 13.87424 -1.36753 -0.7905 0.3240 0.0308
H 15.76625 14.01817 -2.83989 0.3794 0.1240 -0.0357
H 15.51787 16.34966 -0.83207 -0.1260 -0.4090 0.4209
H 16.41304 16.37348 -2.29239 -0.4245 0.0944 -0.4440
H 17.90488 15.60715 -1.46005 0.5896 -0.4453 0.4366
H 14.29630 15.56810 -3.67226 0.4330 -0.1187 0.0859
C 14.78978 26.06712 1.80786 -0.0642 -1.8832 0.2903
C 13.94238 26.67320 2.89250 0.0994 0.3707 -1.1525
O 13.20415 27.68294 2.25299 -0.4313 0.9235 0.3290
O 15.57802 27.02961 1.15432 0.1070 0.6366 0.0874
H 14.12968 25.56499 1.10061 -0.0748 -0.0249 -0.1493
H 15.42156 25.31173 2.27512 0.2473 -0.2699 -0.0562
H 14.63390 27.07294 3.63419 -0.3465 0.0009 0.5883
H 13.17957 25.98476 3.25622 0.5752 -0.2425 0.3994
H 13.88758 28.21211 1.83527 -0.1301 0.4147 -0.3654
H 15.80826 26.69307 0.28522 0.0023 0.0699 0.0246
C 18.14376 23.37661 8.38438 0.9142 -0.2799 -0.5156
C 17.99024 22.88266 6.95066 0.1540 -0.5400 0.3157
O 16.65391 22.97397 6.57550 -1.4105 -0.4652 -0.4383
O 18.07072 24.77725 8.39727 0.0714 0.6508 0.2982
H 19.11648 23.05730 8.75850 0.2609 -0.1372 0.0883
H 17.42156 23.00297 9.11026 -0.3422 -0.2168 -0.5285
H 18.30594 21.84806 6.81638 0.3222 -0.2202 0.4685
H 18.53215 23.43608 6.18374 0.7735 0.5091 0.5559
H 16.52640 22.16714 6.07114 -0.7512 0.1958 -0.1836
H 18.93195 25.05457 8.07638 -0.0894 0.5002 -0.0490
C 12.94410 25.20510 9.83417 -0.5610 0.0722 0.1446
C 11.91685 24.21485 9.35661 1.0696 0.1972 -2.5004
O 12.66181 23.07946 8.84420 -0.8470 -0.5571 0.9588
O 13.62344 25.85318 8.75074 -0.3853 -0.3715 0.1686
H 13.63709 24.59618 10.41476 0.1118 0.5281 0.5080
H 12.37689 25.95389 10.38708 0.5709 0.2906 0.3901
H 11.48954 24.62761 8.44275 -0.5898 0.4881 0.1505
H 11.08450 24.02338 10.03384 0.5729 -0.7074 0.2461
H 13.21042 23.44592 8.14681 0.0598 0.0117 -0.1550
H 14.52543 25.52948 8.69388 0.0857 -0.0048 0.0550
C 19.69486 15.48240 5.23766 -0.0820 -0.9535 -0.1155
C 19.47360 15.86040 6.71913 -0.5407 0.6731 -2.4460
O 20.56570 15.39684 7.41324 0.6539 -0.8529 1.3890
O 18.62773 15.87748 4.44088 -1.5441 1.3739 -0.3746
H 19.70313 14.40104 5.10099 0.7500 -0.3473 0.6997
H 20.62579 15.90177 4.85609 0.2871 0.0630 0.3178
H 18.53570 15.43158 7.07206 -0.1273 0.1498 -0.0220
H 19.44920 16.94897 6.76922 -0.3191 0.1324 0.1489
H 20.18457 14.74619 8.00738 0.6846 -0.1598 0.2591
H 18.69598 15.54685 3.54220 0.2217 -0.0737 0.1293
```
Positions in Å, forces in eV/Å.

# 2
The following is a DFT calculation (wB97M-V/def2-TZVPD) of the molecule C22H26N2O5S.

Summary:
- lowest unoccupied orbital energy (eV) = 0.411
- structure (SMILES) = CCOc1ccccc1NC(=O)CCS(=O)(=O)c1ccc2c(c1)C[C@@H](C)N2C(C)=O
- energy relative to the best compared isomer or geometry (same formula, charge and spin) (kJ/mol) = 46.6
- HOMO (eV) = -8.36
- Kohn-Sham gap (eV) = 8.776
- maximum force (eV/Å) = 0.89

Structure (XYZ):
```
56
Properties=species:S:1:pos:R:3:forces:R:3
C -2.27351 -4.98016 -0.32922 0.0978 0.4006 -0.0750
H -1.30478 -5.22335 0.10050 0.0485 -0.0811 0.0296
H -2.59050 -5.79723 -0.97090 -0.0275 -0.1158 -0.0578
H -2.99040 -4.87042 0.48090 -0.0669 -0.0168 0.0564
C -2.20143 -3.69137 -1.14102 -0.1985 -0.4757 -0.1660
H -1.51579 -3.79960 -1.98935 -0.0696 0.0834 0.0535
H -3.19119 -3.43949 -1.53228 0.1770 -0.0465 -0.0279
O -1.84492 -2.56987 -0.35447 0.2714 0.3370 0.2922
C -0.54747 -2.41788 0.06603 0.0650 0.1772 0.1524
C 0.53478 -3.17593 -0.34849 -0.2235 -0.0436 -0.1362
C 1.80798 -2.89014 0.12559 0.1025 0.0128 0.0575
C 2.00835 -1.85903 1.02268 0.0340 -0.1032 -0.1016
C 0.93329 -1.09861 1.45234 -0.0422 0.0226 0.0626
C -0.33887 -1.36110 0.97455 0.0048 -0.1919 -0.0175
N -1.46935 -0.62068 1.34110 -0.2541 -0.6560 -0.1900
C -1.51866 0.67267 1.75043 -0.3016 0.2100 0.2928
O -0.54816 1.32187 2.07440 0.1296 0.0400 0.1477
C -2.93942 1.22702 1.83796 0.1716 0.1401 0.1382
C -3.78517 1.05509 0.59012 0.4200 0.5809 -0.5225
H -4.82838 1.29316 0.78698 -0.0703 0.0604 -0.1118
H -3.72496 0.07337 0.12879 -0.0413 -0.1029 -0.0591
S -3.28755 2.25131 -0.71162 -0.2744 -0.4290 -0.1793
O -3.57818 3.57445 -0.23073 0.2620 0.1278 0.3620
O -3.92559 1.81740 -1.92765 0.1465 -0.2788 0.0076
C -1.52017 2.04983 -0.85197 -0.7577 0.1809 0.1000
C -1.02346 0.86975 -1.36500 0.0738 -0.0625 -0.1608
C 0.34062 0.61626 -1.36112 -0.0503 -0.0197 -0.0551
C 1.19000 1.57669 -0.82784 -0.6948 0.2380 -0.0896
C 0.66764 2.78888 -0.34407 -0.0227 -0.1458 -0.1636
C -0.68302 3.03427 -0.35039 0.0992 -0.0099 -0.0407
H -1.11017 3.94409 0.03863 0.0053 0.1471 0.1114
C 1.77965 3.64691 0.17251 0.0576 0.0143 -0.1548
H 1.53255 4.10380 1.12851 0.0397 0.0367 0.0485
H 2.00934 4.44169 -0.54181 0.0255 0.0132 0.0227
C 2.92976 2.64139 0.30336 0.4060 0.2032 0.4187
N 2.55932 1.54554 -0.61057 0.1830 0.3523 0.1632
C 3.55409 0.73938 -1.08784 -0.0403 -0.3458 -0.3752
O 4.69249 0.87371 -0.68633 0.1980 -0.0183 0.0819
C 3.19719 -0.27225 -2.14722 0.2219 0.0328 0.0329
H 2.70226 -1.12697 -1.68987 -0.1023 -0.0331 -0.0233
H 2.55402 0.16399 -2.90653 -0.1159 -0.0323 -0.0647
H 4.12282 -0.61473 -2.60384 -0.0011 0.0422 0.0417
C 3.04157 2.11360 1.72976 0.0868 0.0004 -0.2429
H 3.39048 2.90343 2.38967 0.0132 0.0911 0.1107
H 2.06595 1.77354 2.06896 -0.1403 -0.0290 0.0935
H 3.75118 1.29160 1.76708 0.0698 -0.0664 0.0342
H 3.89473 3.03941 -0.02146 -0.1976 -0.0409 0.0343
H 0.69552 -0.33008 -1.72630 0.0616 -0.1147 -0.0258
H -1.71289 0.13935 -1.75926 -0.0338 -0.1798 -0.0591
H -3.42712 0.74055 2.68884 -0.0056 0.0448 -0.0491
H -2.86310 2.29364 2.06001 0.0606 -0.1151 0.1266
H -2.33086 -1.06399 1.05196 0.0906 0.1916 0.0588
H 1.07159 -0.29546 2.15425 -0.0045 0.0690 0.0368
H 2.99911 -1.64288 1.38996 0.1157 0.0353 0.0570
H 2.64082 -3.48948 -0.21060 0.0715 -0.0551 -0.0268
H 0.40795 -3.98694 -1.04813 -0.0734 -0.0759 -0.0489
```
Positions in Å, forces in eV/Å.

# 3
The following is a DFT calculation (wB97M-V/def2-TZVPD) of the molecule C3H3N3O at a distorted geometry.

Summary:
- lowest unoccupied orbital energy (eV) = -0.395
- structure (SMILES) = [H]/N=c1\cconn1
- energy relative to the best compared isomer or geometry (same formula, charge and spin) (kJ/mol) = 500.2
- HOMO (eV) = -9.50
- Kohn-Sham gap (eV) = 9.105
- maximum force (eV/Å) = 4.60

Structure (XYZ):
```
10
Properties=species:S:1:pos:R:3:forces:R:3
C 0.58245 -0.28367 -0.59997 0.5146 0.5475 -2.3965
C -0.69648 0.31325 -0.32336 -0.2816 0.3725 4.5643
C -0.99654 0.43108 1.02412 2.1952 -0.9705 0.2373
H 0.10852 -0.53326 -2.49124 1.5547 -1.6915 2.5437
H -1.36254 0.40253 -1.12370 -1.1731 -0.1526 -0.7723
H -1.98497 0.25624 1.65918 2.3094 1.1221 -1.6192
N 0.82837 -0.87648 -1.68932 -1.3657 1.2474 -3.4730
N 1.58350 0.05348 1.42494 -1.0362 0.5060 -2.3488
N 1.72990 -0.23273 0.21791 -0.9983 0.0755 4.4923
O 0.20780 0.46957 1.90143 -1.7191 -1.0565 -1.2279
```
Positions in Å, forces in eV/Å.